No. 1
The following is a quantum chemistry calculation of a 2-piece molecular cluster, C4H9NO2 overall at a distorted geometry, from OMol25.

Output
SMILES = [H]/N=C/OC.CC=O
DFT total energy = -362.984337 Eh
HOMO = -9.712 eV
Strongest force on any atom = 3.63 eV/A
Total charge = 0
HOMO-LUMO gap = 10.521 eV
Energy relative to the best compared isomer or geometry (same formula, charge and spin) = 63.50 kcal/mol

XYZ file:
```
16
C4H9NO2 (ωB97M-V/def2-TZVPD)
H 1.05871 -0.79454 2.33065
N 1.49931 -0.63935 1.43008
C 1.29133 0.51194 0.97881
O 1.45581 0.76721 -0.38441
C 2.34200 -0.10418 -1.07431
H 0.90891 1.41925 1.45582
H 2.83010 0.48388 -1.84870
H 1.76232 -0.93523 -1.47938
H 3.13400 -0.54292 -0.46609
C -2.83688 0.19655 -0.45188
C -1.54234 -0.17587 0.20364
O -1.32040 0.07799 1.38192
H -3.29365 1.04069 0.05985
H -2.67074 0.41814 -1.50534
H -3.52786 -0.64287 -0.38089
H -1.09064 -1.08070 -0.24976
```

Mulliken population analysis, charges in e, atoms 1 to 2: 0.25, -0.62



No. 2
The following is a quantum chemistry calculation of a 2-piece molecular cluster, C4H9NO2 overall, from OMol25.

Output
SMILES = CCN=C=O.CO
DFT total energy = -363.031643 Eh
HOMO = -10.199 eV
Strongest force on any atom = 0.74 eV/A
Total charge = 0
HOMO-LUMO gap = 10.869 eV
Energy relative to the best compared isomer or geometry (same formula, charge and spin) = 33.82 kcal/mol

XYZ file:
```
16
C4H9NO2 (ωB97M-V/def2-TZVPD)
C -1.59274 0.89093 0.57513
C -1.77914 -0.56375 0.16356
N -0.51224 -1.28525 0.14552
C 0.26065 -1.65261 1.00078
O 1.08431 -2.05824 1.73238
H -0.88483 1.38071 -0.10075
H -2.55200 1.41746 0.53555
H -1.20678 0.95878 1.59811
H -2.47507 -1.08267 0.83204
H -2.19253 -0.62225 -0.84653
C 2.27034 0.55051 -0.94804
O 1.02712 0.57726 -1.61549
H 2.93768 -0.23466 -1.33368
H 2.75195 1.51751 -1.11493
H 2.16124 0.40697 0.13814
H 0.56422 -0.23929 -1.37745
```

Mulliken population analysis, charges in e, atoms 1 to 2: -0.93, -0.39



No. 3
The following is a quantum chemistry calculation of a 2-piece molecular cluster, C4H9NO2 overall at a distorted geometry, from OMol25.

Output
DFT total energy = -362.836834 Eh
HOMO = -10.262 eV
Strongest force on any atom = 6.39 eV/A
Total charge = 0
HOMO-LUMO gap = 6.991 eV
Energy relative to the best compared isomer or geometry (same formula, charge and spin) = 156.06 kcal/mol

XYZ file:
```
16
C4H9NO2 (ωB97M-V/def2-TZVPD)
O -1.12754 1.34161 0.61583
C -0.04244 1.85932 0.41443
N 1.19138 1.27286 0.18476
C 1.04927 0.01228 -0.37714
C 1.21702 -1.31079 0.61578
C 0.35767 -1.15181 1.89313
O 0.86122 -2.32755 -0.08564
H 0.06966 2.94294 0.43386
H -4.31331 1.09392 -3.98826
H 1.90192 -0.22123 -1.01336
H 0.14894 -0.17534 -0.94888
H 2.32190 -1.26755 0.69622
H 0.77156 -0.25979 2.39053
H 0.33390 -2.09234 2.41881
H -0.61302 -0.84239 1.46649
H -4.12815 1.12586 -4.71656
```

Mulliken population analysis, charges in e, atoms 1 to 2: -0.47, 0.07



No. 4
The following is a quantum chemistry calculation of C4H9NO2 as an isolated structure at a distorted geometry, from OMol25.

Output
DFT total energy = -362.894032 Eh
HOMO = -8.273 eV
Strongest force on any atom = 7.55 eV/A
Total charge = 0
HOMO-LUMO gap = 8.846 eV
Energy relative to the best compared isomer or geometry (same formula, charge and spin) = 120.17 kcal/mol

XYZ file:
```
16
C4H9NO2 (ωB97M-V/def2-TZVPD)
C 2.31512 -1.20547 0.37351
C -1.49455 1.18605 -1.28287
C -1.01619 0.50235 1.30668
N -0.37611 0.41034 0.00163
C -0.12093 -0.58277 -0.74596
O 0.96808 -1.10898 0.72163
O 0.12142 -1.07266 -1.78560
H 2.76922 -2.01822 0.95913
H 2.44942 -1.44778 -0.69175
H 2.87014 -0.28397 0.60287
H -2.09701 0.57309 1.20304
H -0.62127 1.38903 1.80022
H -0.78484 -0.36649 1.91822
H -0.96450 1.18623 -2.22862
H -1.57107 2.17617 -0.84588
H -2.44695 0.66307 -1.30625
```

Mulliken population analysis, charges in e, atoms 1 to 2: -0.64, -0.90



No. 5
The following is a quantum chemistry calculation of one molecule with the formula C4H9NO2, from OMol25.

Output
DFT total energy = -362.940364 Eh
HOMO = -6.642 eV
Strongest force on any atom = 0.68 eV/A
Total charge = 0
HOMO-LUMO gap = 7.386 eV
Energy relative to the best compared isomer or geometry (same formula, charge and spin) = 91.10 kcal/mol

XYZ file:
```
16
C4H9NO2 (ωB97M-V/def2-TZVPD)
C 0.84216 -1.66734 -1.18153
C 0.21373 -0.83792 -0.08124
C 1.09880 0.20542 0.50353
O 0.12603 1.23374 1.02051
C -0.97932 1.17091 0.30454
O -1.08688 1.28630 -1.02155
N -2.08986 1.41028 0.97862
H 1.67429 -2.30116 -0.82983
H 0.09174 -2.32372 -1.63985
H 1.23782 -1.01839 -1.97812
H -0.59360 0.44980 -1.23678
H -0.17282 -1.47100 0.72043
H 1.71134 0.01006 1.39884
H 1.73527 0.70726 -0.23739
H -2.93662 1.53917 0.45241
H -2.04616 1.48629 1.97855
```

Mulliken population analysis, charges in e, atoms 1 to 2: -1.38, -0.66



No. 6
The following is a quantum chemistry calculation of one molecule with the formula C4H9NO2 at a distorted geometry, from OMol25.

Output
SMILES = C[C@H](O)CNC=O
DFT total energy = -363.019736 Eh
HOMO = -9.472 eV
Strongest force on any atom = 2.03 eV/A
Total charge = 0
HOMO-LUMO gap = 10.240 eV
Energy relative to the best compared isomer or geometry (same formula, charge and spin) = 41.29 kcal/mol

XYZ file:
```
16
C4H9NO2 (ωB97M-V/def2-TZVPD)
C 2.62517 -0.13577 0.32351
C 1.18883 -0.40030 -0.10368
O 0.99322 -0.16143 -1.49845
C 0.20138 0.39400 0.73217
N -0.98076 0.88156 -0.01342
C -2.22976 0.34665 0.22706
O -2.46618 -0.80003 0.51675
H 2.95509 0.91300 0.39489
H 2.81168 -0.50019 1.34722
H 3.30977 -0.62367 -0.36369
H 0.99314 -1.46022 0.09500
H 1.60985 -0.76190 -1.91534
H 0.63427 1.22419 1.28759
H -0.28047 -0.23101 1.50060
H -0.82838 0.96796 -1.01123
H -3.00688 1.10372 -0.05491
```

Mulliken population analysis, charges in e, atoms 1 to 2: -1.38, 0.58



No. 7
The following is a quantum chemistry calculation of a 2-piece molecular cluster, C4H9NO2 overall at a distorted geometry, from OMol25.

Output
SMILES = CCOC.N#CO
DFT total energy = -363.002757 Eh
HOMO = -10.694 eV
Strongest force on any atom = 1.26 eV/A
Total charge = 0
HOMO-LUMO gap = 11.386 eV
Energy relative to the best compared isomer or geometry (same formula, charge and spin) = 51.94 kcal/mol

XYZ file:
```
16
C4H9NO2 (ωB97M-V/def2-TZVPD)
C -0.53323 -1.52777 0.09907
C -1.04266 -0.27423 0.80190
O -0.43279 0.93310 0.36484
C -0.71570 1.29116 -0.97366
H -0.85335 -1.55465 -0.93961
H 0.55341 -1.57874 0.12984
H -0.93561 -2.40207 0.60234
H -2.13033 -0.18835 0.67698
H -0.81610 -0.32060 1.87007
H -1.79385 1.27640 -1.15625
H -0.21841 0.62430 -1.68385
H -0.34098 2.30465 -1.10643
N 3.15927 -0.80751 -0.38615
C 2.69012 0.07424 0.17321
O 2.19924 1.05596 0.80480
H 1.21097 1.09409 0.72291
```

Mulliken population analysis, charges in e, atoms 1 to 2: -0.99, -0.30



No. 8
The following is a quantum chemistry calculation of a 2-piece molecular cluster, C4H9NO2 overall, from OMol25.

Output
SMILES = C=C=[N+](C)[O-].CO
DFT total energy = -362.865804 Eh
HOMO = -8.385 eV
Strongest force on any atom = 0.70 eV/A
Total charge = 0
HOMO-LUMO gap = 9.151 eV
Energy relative to the best compared isomer or geometry (same formula, charge and spin) = 137.88 kcal/mol

XYZ file:
```
16
C4H9NO2 (ωB97M-V/def2-TZVPD)
C 1.68086 -0.14568 -1.33310
C 0.84748 -0.23308 -0.33024
N 0.25309 -0.94702 0.56210
C -0.66520 -2.04230 0.28463
O 0.17838 -0.40424 1.81217
H 2.40916 -0.92813 -1.50382
H 1.67621 0.71377 -1.98775
H -0.59203 -2.32125 -0.76490
H -0.39290 -2.88822 0.91548
H -1.68019 -1.72674 0.53260
C -0.85599 2.03000 0.08008
O 0.42851 1.54951 0.45047
H -0.77938 2.57175 -0.86464
H -1.57972 1.21400 -0.03484
H -1.23378 2.71050 0.84936
H 0.30550 0.84713 1.33240
```

Mulliken population analysis, charges in e, atoms 1 to 2: -0.83, 0.56



No. 9
The following is a quantum chemistry calculation of a 2-piece molecular cluster, C4H9NO2 overall at a distorted geometry, from OMol25.

Output
SMILES = C=[NH+][O-].C/C=C/O
DFT total energy = -362.893298 Eh
HOMO = -8.508 eV
Strongest force on any atom = 3.21 eV/A
Total charge = 0
HOMO-LUMO gap = 9.217 eV
Energy relative to the best compared isomer or geometry (same formula, charge and spin) = 120.63 kcal/mol

XYZ file:
```
16
C4H9NO2 (ωB97M-V/def2-TZVPD)
C -3.80666 0.87036 0.11707
N -2.80359 0.09165 -0.25740
O -2.11468 -0.73157 0.37394
H -4.33922 1.62901 -0.47990
H -4.30721 0.81984 1.15896
H -2.61711 0.04730 -1.21168
C 1.95887 1.06577 -0.10616
C 2.10916 -0.38822 -0.44325
C 1.16382 -1.28656 -0.34866
O 1.27475 -2.62008 -0.72417
H 2.99343 1.49016 0.15343
H 1.28441 1.09940 0.71684
H 1.57664 1.58466 -0.99542
H 3.03287 -0.75755 -0.95394
H 0.13574 -0.91477 0.07470
H 2.20670 -2.69472 -0.93006
```

Mulliken population analysis, charges in e, atoms 1 to 2: -0.31, 0.18



No. 10
The following is a quantum chemistry calculation of a 2-piece molecular cluster, C4H9NO2 overall, from OMol25.

Output
DFT total energy = -362.949801 Eh
HOMO = -8.681 eV
Strongest force on any atom = 0.53 eV/A
Total charge = 0
HOMO-LUMO gap = 9.765 eV
Energy relative to the best compared isomer or geometry (same formula, charge and spin) = 85.17 kcal/mol

XYZ file:
```
16
C4H9NO2 (ωB97M-V/def2-TZVPD)
C 0.73535 -2.51322 0.84644
N 1.22458 -1.14937 0.81015
C 1.37280 -0.53048 1.90403
C -0.46215 1.39258 0.19761
O -0.00796 0.67149 -0.81549
O -1.31082 2.29803 -0.25458
C -1.61138 2.39117 -1.65638
H 0.47387 -2.84647 1.86016
H 1.49229 -3.18535 0.43136
H -0.15118 -2.58439 0.20824
H 0.59845 -0.00459 -0.41550
H 1.68913 0.51027 1.88782
H 1.16900 -0.98983 2.87940
H -2.35767 3.18098 -1.74341
H -2.00875 1.44499 -2.03035
H -0.71289 2.64949 -2.22154
```

Mulliken population analysis, charges in e, atoms 1 to 2: -0.78, -0.41